No. 1
ORCA calculation (the ωB97M-V functional and the def2-TZVPD basis) on C27H35N3O6S in the gas phase.

```
72
C27H35N3O6S | OMol25 | the ωB97M-V functional and the def2-TZVPD basis
C -6.168 -4.785 0.453
C -5.269 -4.004 -0.485
O -4.079 -3.643 0.224
C -3.081 -3.139 -0.497
O -3.117 -2.991 -1.692
C -1.860 -2.796 0.362
N -0.781 -2.275 -0.459
C -2.273 -1.805 1.461
C -1.208 -1.586 2.547
C -0.255 -0.455 2.205
O -0.323 0.644 2.738
N 0.672 -0.778 1.289
C 1.600 0.203 0.759
C 2.756 -0.498 0.075
S 3.581 -1.643 1.228
C 4.954 -2.179 0.131
C 5.873 -1.045 -0.176
C 6.730 -0.558 0.804
C 7.560 0.515 0.540
C 7.539 1.119 -0.707
C 6.684 0.645 -1.686
C 5.853 -0.430 -1.422
C 0.823 1.059 -0.254
O 0.853 0.860 -1.454
N 0.060 2.008 0.319
C -0.941 2.658 -0.502
C -1.674 1.568 -1.298
O -1.983 0.506 -0.814
O -1.959 1.960 -2.523
C -2.533 0.984 -3.402
C -1.433 0.275 -4.177
C -1.976 3.405 0.296
C -2.457 4.620 -0.176
C -3.438 5.302 0.520
C -3.950 4.775 1.694
C -3.479 3.561 2.164
C -2.500 2.873 1.468
H -5.664 -5.686 0.793
H -7.081 -5.063 -0.065
H -6.421 -4.180 1.319
H -5.757 -3.088 -0.835
H -4.988 -4.598 -1.362
H -1.521 -3.732 0.828
H -0.621 -2.896 -1.247
H -1.080 -1.381 -0.848
H -3.175 -2.199 1.930
H -2.519 -0.852 0.989
H -1.704 -1.311 3.479
H -0.639 -2.502 2.710
H 0.452 -1.574 0.678
H 1.948 0.825 1.590
H 2.386 -1.071 -0.777
H 3.491 0.232 -0.267
H 4.507 -2.601 -0.769
H 5.458 -2.964 0.694
H 6.735 -1.024 1.779
H 8.224 0.884 1.308
H 8.187 1.959 -0.913
H 6.661 1.114 -2.659
H 5.188 -0.797 -2.191
H -0.079 1.968 1.327
H -0.451 3.322 -1.223
H -3.108 0.267 -2.808
H -3.200 1.540 -4.065
H -1.859 -0.537 -4.759
H -0.928 0.971 -4.842
H -0.700 -0.126 -3.481
H -2.060 5.031 -1.093
H -3.802 6.248 0.147
H -4.714 5.309 2.239
H -3.876 3.144 3.077
H -2.147 1.926 1.847
```

Computed properties:
maximum force	0.0141	Eh/bohr
LUMO energy	0.0256	hartree
energy above the lowest of the compared OMol25 structures with the same formula, charge and spin	0.0	kcal per mole
orbital gap	9.1	eV

---

No. 2
ORCA calculation (the ωB97M-V functional and the def2-TZVPD basis) on a 16-piece molecular cluster, C3H40NO16 overall.

```
60
C3H40NO16 | OMol25 | the ωB97M-V functional and the def2-TZVPD basis
O 0.820 1.831 0.985
C 0.616 0.407 1.020
C 1.093 -0.077 -0.317
N 0.587 -1.485 -0.534
C 1.609 -2.436 -0.979
H 0.449 2.193 1.806
H 1.055 -0.068 1.877
H -0.466 0.268 1.060
H 2.164 -0.025 -0.447
H 0.789 0.528 -1.173
H -0.309 -1.482 -1.003
H 0.310 -1.815 0.401
H 1.388 -3.453 -0.689
H 2.625 -2.212 -0.676
H 1.698 -2.372 -2.047
H -0.990 4.207 -0.112
H -0.375 3.079 0.453
O -0.840 3.277 -0.356
H 3.778 0.180 1.424
H 4.827 -0.973 1.308
O 3.875 -0.772 1.193
H 2.687 2.145 -3.799
H 3.158 1.063 -4.876
O 2.799 1.186 -4.004
H 0.534 2.108 -2.823
H 0.590 2.869 -1.477
O 1.151 2.519 -2.218
H -2.703 -0.645 3.183
H -3.258 0.096 1.879
O -2.961 0.206 2.788
H -1.214 2.179 3.842
H -1.515 1.266 2.652
O -0.994 2.077 2.891
H -4.840 -0.575 0.177
H -3.766 0.557 -0.359
O -4.043 -0.068 0.334
H 0.910 0.844 -4.193
H -0.578 0.596 -4.445
O 0.075 0.686 -3.715
H -3.965 -2.802 -0.621
H -3.387 -1.443 -0.103
O -3.528 -2.377 0.135
H 2.429 -3.655 2.025
H 2.651 -2.188 2.122
O 1.974 -2.835 2.274
H -2.021 -3.153 0.671
H -0.779 -3.952 1.298
O -1.103 -3.080 1.061
H -0.335 -1.076 4.206
H -0.718 -1.977 2.908
O -0.700 -1.122 3.311
H -0.687 -0.500 -2.449
H -1.783 0.161 -1.598
O -1.234 -0.650 -1.636
H 2.818 1.995 0.806
H 3.872 2.552 -0.210
O 3.755 2.053 0.613
H -2.141 2.273 -0.720
H -3.148 2.186 -1.905
O -2.706 1.679 -1.218
```

Computed properties:
maximum force	0.0960	Eh/bohr
LUMO energy	-0.0882	hartree
energy above the lowest of the compared OMol25 structures with the same formula, charge and spin	61.8	kcal per mole
orbital gap	10.8	eV
charge	+1

---

No. 3
ORCA calculation (the ωB97M-V functional and the def2-TZVPD basis) on a 13-piece molecular cluster, C29H51N13O3 overall.

```
96
C29H51N13O3 | OMol25 | the ωB97M-V functional and the def2-TZVPD basis
C -2.949 -3.767 -1.558
C -2.277 -2.525 -1.907
N -1.765 -1.491 -2.212
H -2.282 -4.606 -1.446
H -3.691 -4.043 -2.311
H -3.532 -3.620 -0.628
C -0.686 3.596 2.627
C -1.311 2.283 2.919
N -1.750 1.250 3.176
H -0.398 3.549 1.577
H 0.252 3.713 3.165
H -1.402 4.387 2.898
C -4.364 2.532 -1.224
C -3.753 3.022 -0.007
N -3.292 3.432 0.966
H -3.857 1.630 -1.557
H -4.375 3.233 -2.076
H -5.340 2.232 -0.844
C -0.784 2.238 -4.112
C -1.746 3.306 -4.256
N -2.490 4.173 -4.370
H 0.096 2.536 -3.555
H -0.423 1.823 -5.059
H -1.287 1.443 -3.532
C -1.170 -4.735 2.640
C -1.929 -5.669 3.447
N -2.525 -6.450 4.061
H -0.110 -4.687 2.824
H -1.566 -3.744 2.603
H -1.287 -5.138 1.623
C -1.974 6.086 -1.882
C -1.157 4.949 -1.527
N -0.479 4.026 -1.275
H -3.018 5.740 -1.920
H -1.643 6.490 -2.821
H -1.934 6.847 -1.125
C -5.218 0.948 3.470
C -5.931 0.727 2.213
N -6.497 0.575 1.212
H -4.184 0.581 3.407
H -5.717 0.452 4.321
H -5.205 1.996 3.718
C 0.462 -0.765 4.665
C 0.978 0.571 4.711
N 1.454 1.628 4.863
H 0.378 -1.052 5.740
H 1.076 -1.470 4.134
H -0.552 -0.813 4.268
C 2.281 0.086 -3.840
C 2.134 0.424 -5.263
N 2.101 0.688 -6.422
H 2.547 -0.953 -3.905
H 1.325 0.239 -3.304
H 3.057 0.647 -3.267
C 5.161 -0.544 -1.564
C 4.529 -1.835 -1.879
N 3.978 -2.823 -2.069
H 6.254 -0.621 -1.463
H 4.708 -0.113 -0.660
H 5.032 0.058 -2.459
C 1.232 -4.293 -0.526
O 0.624 -4.044 0.534
N 1.582 -5.522 -0.934
C 2.267 -5.634 -2.212
C 1.129 -6.727 -0.367
H 1.617 -3.513 -1.203
H 2.647 -4.691 -2.594
H 1.689 -6.099 -3.005
H 3.144 -6.240 -2.005
H 0.498 -6.544 0.488
H 0.495 -7.177 -1.146
H 1.870 -7.507 -0.136
C 1.477 -0.622 -0.080
O 2.278 0.117 -0.663
N 0.214 -0.334 0.224
C -0.332 0.929 -0.270
C -0.551 -1.279 1.008
H 1.704 -1.644 0.334
H 0.322 1.766 0.067
H -1.400 1.093 0.028
H -0.338 0.896 -1.354
H -0.754 -0.812 1.982
H -1.509 -1.615 0.588
H 0.060 -2.157 1.192
C 4.079 4.387 1.783
O 4.541 4.623 2.894
N 3.280 3.362 1.458
C 2.859 3.258 0.067
C 2.758 2.398 2.299
H 4.395 4.959 0.884
H 3.194 2.309 -0.350
H 3.279 4.065 -0.551
H 1.782 3.335 -0.081
H 3.311 2.354 3.250
H 1.706 2.531 2.591
H 2.898 1.399 1.858
```

Computed properties:
maximum force	0.0969	Eh/bohr
LUMO energy	0.0014	hartree
orbital gap	9.0	eV

---

No. 4
ORCA calculation (the ωB97M-V functional and the def2-TZVPD basis) on C18H19N5O in the gas phase.

```
43
C18H19N5O | OMol25 | the ωB97M-V functional and the def2-TZVPD basis
C -1.295 -3.809 -0.925
C -0.038 -3.183 -1.517
C 1.127 -3.120 -0.529
C 0.856 -2.217 0.682
N 0.551 -0.858 0.314
C 1.433 0.124 -0.073
N 2.787 -0.128 -0.105
C 3.762 0.787 0.252
O 3.503 1.887 0.658
C 5.161 0.223 0.112
C 5.480 -0.725 1.270
C 0.769 1.298 -0.378
C 1.317 2.477 -0.900
N 1.727 3.428 -1.392
C -0.623 1.038 -0.157
N -1.689 1.787 -0.287
C -2.858 1.188 0.021
C -4.051 1.932 -0.095
C -5.252 1.359 0.213
C -5.320 0.024 0.648
C -4.186 -0.728 0.772
C -2.930 -0.171 0.464
N -1.821 -0.938 0.590
C -0.709 -0.331 0.278
H -1.729 -3.160 -0.169
H -2.037 -3.958 -1.706
H -1.068 -4.775 -0.479
H -0.269 -2.177 -1.874
H 0.285 -3.770 -2.381
H 1.339 -4.123 -0.154
H 2.016 -2.772 -1.064
H 1.720 -2.222 1.357
H -0.014 -2.587 1.228
H 3.071 -1.084 -0.263
H 5.856 1.062 0.128
H 5.258 -0.296 -0.843
H 5.362 -0.208 2.219
H 6.508 -1.072 1.193
H 4.827 -1.596 1.267
H -3.972 2.954 -0.430
H -6.164 1.931 0.125
H -6.282 -0.406 0.885
H -4.218 -1.755 1.104
```

Computed properties:
maximum force	0.0230	Eh/bohr
LUMO energy	-0.0161	hartree
energy above the lowest of the compared OMol25 structures with the same formula, charge and spin	14.8	kcal per mole
orbital gap	7.9	eV

---

No. 5
ORCA calculation (the ωB97M-V functional and the def2-TZVPD basis) on an isolated ion of composition C4H6NO and charge -1.

```
12
C4H6NO | OMol25 | the ωB97M-V functional and the def2-TZVPD basis
C 0.456 -0.865 -0.433
C 0.190 -0.818 -1.735
C -0.598 -0.730 0.549
C 0.184 0.345 1.219
N 0.359 1.471 0.620
O 1.107 2.412 1.097
H 0.973 -0.625 -2.461
H -0.863 -0.727 -2.179
H -1.514 -0.319 0.168
H -0.826 -1.603 1.253
H 0.651 -0.051 2.184
H -0.119 1.511 -0.282
```

Computed properties:
maximum force	0.0580	Eh/bohr
LUMO energy (spin up / spin down)	0.1670 / 0.1670	hartree
energy above the lowest of the compared OMol25 structures with the same formula, charge and spin	60.0	kcal per mole
orbital gap (spin up / spin down)	6.5 / 6.5	eV
charge	-1

---

No. 6
ORCA calculation (the ωB97M-V functional and the def2-TZVPD basis) on a 10-piece molecular cluster, C34H69BF3N3O32P3 overall.

```
145
C34H69BF3N3O32P3 | OMol25 | the ωB97M-V functional and the def2-TZVPD basis
O 3.770 1.140 0.178
C 2.791 0.423 -0.055
O 1.571 0.793 -0.625
B 0.647 -0.370 -0.566
O 1.298 -1.383 0.289
C 2.493 -0.962 0.592
O 3.231 -1.581 1.338
O 0.500 -0.861 -1.890
C -0.760 -0.884 -2.303
O -1.234 -1.275 -3.358
C -1.584 -0.308 -1.154
O -0.747 0.005 -0.190
O -2.804 0.022 -1.275
C -6.126 -11.479 -5.568
C -5.861 -10.664 -4.237
C -4.674 -9.698 -4.417
O -4.732 -8.884 -3.269
C -3.458 -8.223 -2.931
N -7.093 -10.068 -3.820
H -6.793 -12.337 -5.487
H -5.111 -11.816 -5.780
H -6.446 -10.935 -6.457
H -5.488 -11.431 -3.558
H -4.809 -9.029 -5.267
H -3.715 -10.214 -4.452
H -2.759 -9.004 -2.634
H -3.604 -7.522 -2.109
H -3.068 -7.564 -3.707
H -6.967 -9.098 -4.074
H -7.185 -9.823 -2.844
C 4.488 7.723 5.082
C 5.936 8.134 4.714
C 6.910 7.128 5.353
O 6.807 7.500 6.767
C 8.034 7.444 7.505
N 6.163 8.033 3.299
H 3.863 8.292 4.394
H 4.201 7.946 6.110
H 4.298 6.669 4.879
H 6.198 9.124 5.087
H 7.949 7.323 5.087
H 6.518 6.123 5.197
H 8.835 8.049 7.081
H 8.593 6.523 7.670
H 7.760 7.846 8.481
H 5.579 8.559 2.664
H 5.931 7.136 2.897
C -6.670 5.486 4.615
C -6.487 5.515 3.036
C -5.066 6.118 2.784
O -4.997 6.047 1.314
C -3.761 6.602 0.929
N -6.550 4.076 2.736
H -5.791 5.046 5.086
H -7.497 4.828 4.883
H -6.974 6.468 4.977
H -7.279 6.019 2.483
H -4.286 5.425 3.099
H -4.824 7.115 3.151
H -2.975 6.264 1.603
H -4.021 7.643 0.736
H -3.354 6.058 0.077
H -7.506 3.816 2.541
H -5.929 3.862 1.969
C 15.118 -2.072 7.400
O 14.853 -0.915 6.525
P 13.393 -0.329 6.342
O 12.776 0.113 7.628
O 13.422 0.830 5.221
C 13.791 2.134 5.486
O 12.618 -1.631 5.701
C 11.289 -1.856 6.031
H 14.215 -2.670 7.520
H 15.475 -1.699 8.360
H 15.900 -2.540 6.802
H 14.733 2.278 4.959
H 13.923 2.200 6.566
H 13.039 2.856 5.168
H 10.842 -2.421 5.213
H 10.666 -0.984 6.229
H 11.165 -2.495 6.905
C 0.488 -2.916 -11.875
O -0.691 -2.205 -11.714
P -1.709 -2.088 -13.011
O -1.919 -3.337 -13.836
O -3.007 -1.288 -12.294
C -3.732 -1.755 -11.193
O -1.056 -0.908 -13.922
C -1.712 -0.610 -15.210
H 0.948 -2.252 -12.607
H 0.229 -3.873 -12.327
H 1.130 -2.948 -10.995
H -3.187 -2.599 -10.771
H -4.690 -2.161 -11.520
H -3.937 -0.964 -10.472
H -2.047 0.426 -15.152
H -2.624 -1.166 -15.426
H -0.833 -0.612 -15.855
C -8.195 -9.954 2.453
O -8.201 -8.560 1.940
P -9.008 -7.501 2.715
O -8.348 -6.954 3.952
O -9.264 -6.318 1.721
C -8.264 -5.486 1.367
O -10.535 -7.987 2.829
C -11.347 -7.478 3.887
H -9.219 -10.242 2.691
H -7.544 -10.139 3.308
H -7.890 -10.656 1.678
H -7.269 -5.883 1.567
H -8.256 -4.680 2.100
H -8.282 -5.111 0.343
H -11.928 -8.292 4.321
H -12.132 -6.776 3.606
H -10.945 -6.964 4.759
C 11.722 6.446 -0.517
C 11.422 5.300 -1.476
O 12.612 5.221 -2.281
C 13.607 5.796 -1.588
O 14.827 5.627 -1.807
O 13.111 6.335 -0.414
F 10.261 5.644 -2.175
H 11.280 6.193 0.447
H 11.309 7.299 -1.056
H 11.370 4.323 -0.996
C -3.468 -0.303 7.214
C -2.146 -0.967 7.388
O -2.433 -2.004 8.295
C -3.430 -1.563 9.095
O -3.766 -1.997 10.150
O -4.068 -0.549 8.507
F -1.221 -0.196 7.894
H -4.214 -0.709 6.530
H -3.305 0.719 6.872
H -1.730 -1.183 6.404
C -7.182 5.947 -5.435
C -6.834 6.278 -6.890
O -6.388 7.611 -6.735
C -6.772 8.142 -5.543
O -6.409 9.244 -5.252
O -7.531 7.154 -4.924
F -7.881 6.237 -7.750
H -6.323 5.503 -4.934
H -8.020 5.250 -5.425
H -6.021 5.730 -7.366
```

Computed properties:
maximum force	0.0977	Eh/bohr
LUMO energy	0.0510	hartree
orbital gap	8.8	eV
charge	-1